[1]
Formula: C16H15F5N2OPS
Source: the Open Molecules 2025 dataset
Level of theory: wB97M-V/def2-TZVPD

Results
M = 409.3 g mol⁻¹
Spin multiplicity = 1
Net charge = +1
Electronic energy = -55568.2146 eV
SMILES = CC(=O)N(C)c1[nH+]ccc([PH2]=S)c1C(F)(F)c1cccc(C(F)(F)F)c1
Lowest unoccupied orbital energy = -5.0 eV

CARTESIAN COORDINATES (ANGSTROEM)
C -0.274 -3.220 1.350
C 0.818 -2.668 0.440
O 1.939 -3.118 0.416
N 0.428 -1.520 -0.379
C -0.232 -1.907 -1.636
C 1.477 -0.596 -0.547
N 2.376 -0.868 -1.501
C 3.402 -0.061 -1.797
C 3.589 1.108 -1.133
C 2.672 1.410 -0.112
P 2.944 3.010 0.771
S 3.773 2.622 2.489
C 1.599 0.569 0.207
C 0.520 0.808 1.257
F 0.750 1.825 2.108
F 0.449 -0.328 2.035
C -0.872 0.988 0.624
C -0.999 1.998 -0.321
C -2.230 2.242 -0.901
C -3.292 1.442 -0.527
C -3.162 0.428 0.404
C -4.387 -0.384 0.781
F -4.248 -1.685 0.454
F -4.604 -0.312 2.106
F -5.493 0.060 0.168
C -1.931 0.188 0.987
H -1.257 -2.986 0.918
H -0.134 -4.280 1.563
H -0.213 -2.614 2.267
H -0.442 -1.019 -2.248
H -1.178 -2.426 -1.449
H 0.392 -2.569 -2.268
H 2.304 -1.713 -2.060
H 4.095 -0.347 -2.587
H 4.408 1.768 -1.399
H 3.806 3.771 -0.050
H 1.743 3.709 1.012
H -0.121 2.587 -0.591
H -2.362 3.045 -1.622
H -4.274 1.636 -0.954
H -1.781 -0.593 1.726

natural (NBO) population analysis, charges in e, atoms 1 to 5: number 1, C, carries -0.7188; number 2, C, carries 0.7352; number 3, O, carries -0.5243; number 4, N, carries -0.5393; number 5, C, carries -0.4244

***

[2]
Formula: C16H15N3O2
Source: the Open Molecules 2025 dataset
Level of theory: wB97M-V/def2-TZVPD

Results
M = 281.3 g mol⁻¹
Spin multiplicity = 1
Net charge = 0
Electronic energy = -25401.3315 eV
SMILES = COc1ccc2[nH]c(C(=O)Nc3cccc(C)n3)cc2c1
Lowest unoccupied orbital energy = 0.3 eV

CARTESIAN COORDINATES (ANGSTROEM)
C -5.163 -3.557 -1.194
H -4.476 -4.405 -1.296
O -4.798 -2.716 -0.131
C -3.582 -2.085 -0.172
C -3.296 -1.266 0.905
C -2.077 -0.589 0.933
C -1.473 0.302 1.846
C -0.240 0.647 1.319
N -0.059 0.005 0.124
C -1.154 -0.749 -0.139
C -1.450 -1.576 -1.216
C -2.659 -2.235 -1.223
H -2.891 -2.878 -2.058
H -0.753 -1.703 -2.031
H 0.791 0.149 -0.432
C 0.695 1.544 1.967
O 0.443 2.057 3.044
N 1.942 1.885 1.430
C 2.714 1.669 0.312
N 2.301 0.888 -0.680
C 3.066 0.700 -1.751
C 4.311 1.297 -1.879
C 4.760 2.113 -0.850
C 3.964 2.308 0.258
H 4.287 2.938 1.072
H 5.725 2.593 -0.915
H 4.910 1.127 -2.758
C 2.514 -0.187 -2.822
H 3.213 -0.992 -3.041
H 2.363 0.384 -3.737
H 1.564 -0.613 -2.514
H 2.393 2.512 2.091
H -1.873 0.657 2.774
H -4.015 -1.164 1.701
H -5.214 -3.014 -2.144
H -6.155 -3.931 -0.944

natural (NBO) population analysis, charges in e, atoms 1 to 5: number 1, C, carries -0.2498; number 2, H, carries 0.1716; number 3, O, carries -0.4986; number 4, C, carries 0.2753; number 5, C, carries -0.2349

***

[3]
Formula: C16H15N3O9PbS
Source: the Open Molecules 2025 dataset
Level of theory: wB97M-V/def2-TZVPD

Results
M = 632.6 g mol⁻¹
Spin multiplicity = 1
Net charge = 0
Electronic energy = -55806.4882 eV
Lowest unoccupied orbital energy (alpha / beta) = -2.9 / -4.0 eV

CARTESIAN COORDINATES (ANGSTROEM)
Pb 0.011 0.248 -0.479
O 0.762 1.428 1.513
N 0.617 2.709 1.644
C 1.182 3.284 2.724
C 1.099 4.630 2.965
C 0.365 5.429 2.091
C -0.220 4.839 0.996
C -0.064 3.471 0.746
S -0.731 2.811 -0.707
H 1.703 2.596 3.370
H 1.596 5.051 3.822
H 0.247 6.485 2.273
H -0.797 5.407 0.284
O -1.943 -2.855 -2.697
C -2.071 -2.083 -1.778
O -1.923 -0.865 -1.643
C -2.511 -2.806 -0.435
C -3.357 -3.871 -0.510
C -3.760 -4.525 0.660
C -3.279 -4.098 1.883
C -2.398 -3.035 1.946
C -1.941 -2.315 0.784
O -1.120 -1.381 0.913
N -1.900 -2.621 3.235
O -1.026 -1.790 3.302
O -2.411 -3.157 4.196
N -4.666 -5.636 0.602
O -4.972 -6.150 1.657
O -5.064 -5.984 -0.488
H -3.724 -4.217 -1.468
H -3.579 -4.611 2.789
C 4.205 -1.612 -1.053
C 2.819 -1.483 -0.335
C 3.069 -1.207 1.154
C 2.068 -2.813 -0.530
O 2.203 -0.450 -0.963
H 4.768 -2.417 -0.594
H 4.745 -0.676 -0.952
H 4.042 -1.826 -2.105
H 3.595 -2.037 1.616
H 2.112 -1.057 1.652
H 3.650 -0.296 1.273
H 2.658 -3.656 -0.179
H 1.824 -2.950 -1.581
H 1.141 -2.771 0.038

natural (NBO) population analysis, charges in e, atoms 1 to 5: number 1, Pb, carries 1.5528; number 2, O, carries -0.6351; number 3, N, carries 0.0405; number 4, C, carries 0.0245; number 5, C, carries -0.2513

***

[4]
Formula: C16H15N5O3S3TeW
Source: the Open Molecules 2025 dataset
Level of theory: wB97M-V/def2-TZVPD

Results
M = 733.0 g mol⁻¹
Spin multiplicity = 1
Net charge = 0
Electronic energy = -72051.0679 eV
Lowest unoccupied orbital energy (alpha / beta) = -2.0 / -2.5 eV

CARTESIAN COORDINATES (ANGSTROEM)
W -0.398 -0.638 0.074
N 5.206 1.355 1.653
C 3.866 1.495 1.895
C 3.131 2.496 1.255
C 1.768 2.593 1.459
C 1.133 1.722 2.330
C 1.861 0.746 3.010
C 3.216 0.636 2.797
S -0.616 1.710 2.446
O -0.930 0.253 1.688
O -0.884 1.453 3.860
N 0.688 0.689 -0.632
C 1.024 0.429 -1.927
N 1.983 1.078 -2.594
C 2.094 0.782 -3.880
C 1.295 -0.151 -4.533
C 0.393 -0.839 -3.744
N 0.278 -0.576 -2.448
H 5.689 1.997 1.056
H 5.737 0.640 2.112
H 3.625 3.167 0.564
H 1.200 3.356 0.942
H 1.359 0.097 3.716
H 3.785 -0.128 3.314
H 2.870 1.312 -4.423
H 1.386 -0.341 -5.591
H -0.243 -1.619 -4.147
S 0.567 -2.855 2.750
C 0.775 -2.162 1.327
N 1.221 -1.883 0.231
C -1.386 -3.325 -1.084
O -1.477 -2.045 -0.499
H -2.336 -3.554 -1.567
H -1.180 -4.066 -0.310
H -0.583 -3.340 -1.822
Te -2.291 1.048 -1.153
C -4.114 0.439 -0.483
C -4.395 -0.396 0.577
C -5.780 -0.610 0.747
C -6.531 0.062 -0.180
S -5.563 0.955 -1.252
H -3.640 -0.823 1.221
H -6.201 -1.232 1.522
H -7.605 0.072 -0.279

natural (NBO) population analysis, charges in e, atoms 1 to 5: number 1, W, carries 1.7841; number 2, N, carries -0.7911; number 3, C, carries 0.2081; number 4, C, carries -0.2980; number 5, C, carries -0.0717

***

[5]
Formula: C16H15N6O5PdSSe
Source: the Open Molecules 2025 dataset
Level of theory: wB97M-V/def2-TZVPD

Results
M = 588.8 g mol⁻¹
Spin multiplicity = 1
Net charge = -1
Electronic energy = -115672.9903 eV
Lowest unoccupied orbital energy = 2.1 eV

CARTESIAN COORDINATES (ANGSTROEM)
Pd -0.356 0.297 0.260
O 1.563 -0.182 0.302
N 2.175 0.549 1.233
C 3.364 1.080 0.904
C 4.104 1.733 1.858
C 3.585 1.852 3.146
C 2.328 1.362 3.428
C 1.580 0.727 2.435
S -0.057 0.206 2.601
H 3.603 0.977 -0.146
H 5.054 2.166 1.583
H 4.146 2.367 3.915
H 1.873 1.492 4.399
O 0.059 2.869 -3.177
Se 0.651 2.214 -1.822
O -0.165 0.683 -1.708
O 0.196 3.000 -0.466
O 2.253 1.953 -1.851
C -3.284 -0.043 2.216
C -3.276 0.814 1.001
N -2.312 0.895 0.111
C -2.735 1.741 -0.897
C -3.980 2.177 -0.601
N -4.318 1.597 0.610
C -5.589 1.704 1.261
N -6.642 1.121 0.454
N -7.851 1.718 0.412
N -8.659 1.005 -0.275
C -7.979 -0.100 -0.733
C -8.406 -1.160 -1.540
C -7.478 -2.124 -1.850
C -6.147 -2.043 -1.384
C -5.709 -1.010 -0.591
C -6.665 -0.039 -0.264
H -2.485 -0.774 2.127
H -4.229 -0.582 2.314
H -3.111 0.538 3.124
H -2.105 1.965 -1.741
H -4.646 2.846 -1.117
H -5.872 2.742 1.426
H -5.525 1.197 2.223
H -9.424 -1.203 -1.902
H -7.760 -2.960 -2.475
H -5.445 -2.813 -1.674
H -4.679 -0.945 -0.271

natural (NBO) population analysis, charges in e, atoms 1 to 5: number 1, Pd, carries 0.8735; number 2, O, carries -0.5325; number 3, N, carries 0.0062; number 4, C, carries 0.0610; number 5, C, carries -0.2672

***

[6]
Formula: C16H15NO3
Source: the Open Molecules 2025 dataset
Level of theory: wB97M-V/def2-TZVPD

Results
M = 269.3 g mol⁻¹
Spin multiplicity = 1
Net charge = 0
Electronic energy = -24455.8199 eV
Lowest unoccupied orbital energy = 0.5 eV

CARTESIAN COORDINATES (ANGSTROEM)
O 1.122 2.055 -0.512
C 1.460 0.878 -0.418
N 0.662 -0.299 -0.373
H 1.126 -1.104 -0.329
C -0.695 0.010 -0.682
C -0.974 1.406 -1.092
O -1.588 2.360 -0.476
O -0.680 1.234 -2.485
H -0.852 2.122 -2.833
H -1.073 -0.801 -1.167
C -1.178 -0.357 1.046
C -2.597 -0.720 0.780
C -3.777 0.441 0.719
C -5.057 -0.079 0.859
C -5.379 -1.400 0.453
C -4.325 -2.201 0.573
C -3.126 -1.773 0.579
H -2.260 -2.590 0.592
H -4.727 -3.480 0.336
H -6.386 -1.612 0.596
H -5.781 0.691 0.761
H -3.328 1.405 1.227
H -0.692 -1.042 1.587
H -1.102 0.800 1.627
C 3.100 0.346 -0.383
C 3.888 1.428 -0.890
C 5.285 1.410 -0.876
C 5.794 0.050 0.049
C 4.984 -0.527 0.715
C 3.508 -0.365 0.564
H 2.878 -1.193 1.076
H 5.310 -1.475 1.136
H 6.842 0.018 0.129
H 6.019 2.015 -1.369
H 3.597 2.346 -1.519

natural (NBO) population analysis, charges in e, atoms 1 to 5: number 1, O, carries -0.5794; number 2, C, carries 0.7141; number 3, N, carries -0.6123; number 4, H, carries 0.4077; number 5, C, carries -0.1056